The following is a DFT calculation (the ωB97M-V functional and the def2-TZVPD basis) of a 9-piece molecular cluster, C22H63N4O16 overall.

```
105
Properties=species:S:1:pos:R:3
N 0.28 -0.49 -0.21
O 0.73 -1.60 0.15
O 1.02 0.49 -0.32
O -0.96 -0.37 -0.43
C 2.46 3.71 -1.01
C 0.99 3.89 -1.35
O 0.42 2.72 -1.99
O 2.63 2.92 0.15
H 2.89 4.69 -0.79
H 3.02 3.34 -1.87
H 0.84 4.72 -2.04
H 0.40 4.03 -0.44
H 0.65 1.98 -1.40
H 2.13 2.10 0.08
C -5.84 0.66 0.78
C -4.92 0.39 -0.40
O -5.01 1.55 -1.23
O -5.23 1.57 1.69
H -6.02 -0.31 1.26
H -6.76 1.10 0.40
H -5.27 -0.49 -0.94
H -3.88 0.32 -0.10
H -4.18 1.69 -1.72
H -5.93 1.94 2.23
C -1.43 -4.26 -1.54
C -0.02 -4.78 -1.19
O 1.01 -3.84 -1.46
O -2.02 -3.50 -0.50
H -2.06 -5.15 -1.63
H -1.39 -3.73 -2.50
H 0.12 -5.60 -1.90
H 0.00 -5.14 -0.16
H 0.94 -3.12 -0.81
H -1.59 -2.63 -0.48
C 0.27 -1.96 3.80
C -1.23 -2.25 3.61
O -2.03 -1.36 4.38
O 1.06 -2.66 2.88
H 0.50 -2.12 4.85
H 0.35 -0.87 3.62
H -1.46 -3.25 3.99
H -1.51 -2.19 2.56
H -1.88 -0.47 3.95
H 0.94 -2.30 1.99
C 3.32 0.92 2.72
C 3.63 -0.09 1.61
O 4.95 -0.58 1.62
O 3.34 0.35 4.00
H 2.42 1.48 2.48
H 4.14 1.66 2.72
H 3.48 0.41 0.65
H 2.88 -0.89 1.65
H 5.26 -0.73 0.71
H 4.04 -0.30 4.09
C -1.10 3.21 2.20
C -0.94 2.16 3.29
C -1.42 2.61 4.68
O -0.61 3.68 5.10
C -0.65 3.96 6.46
N -1.78 1.01 2.93
H -0.70 2.83 1.26
H -0.62 4.16 2.46
H -2.15 3.49 2.09
H 0.11 1.86 3.41
H -1.25 1.73 5.32
H -2.47 2.93 4.65
H -1.41 4.69 6.76
H 0.32 4.31 6.82
H -0.77 3.06 7.07
H -2.73 1.37 2.97
H -1.67 0.71 1.96
C 4.32 -3.00 -0.70
C 4.63 -1.99 -1.79
C 3.41 -1.30 -2.37
O 3.89 -0.43 -3.41
C 2.85 0.28 -4.04
N 5.50 -0.91 -1.27
H 5.25 -3.38 -0.28
H 3.71 -3.82 -1.07
H 3.82 -2.52 0.15
H 5.16 -2.51 -2.59
H 2.88 -0.69 -1.63
H 2.71 -2.01 -2.82
H 3.28 0.70 -4.95
H 2.41 1.01 -3.36
H 2.08 -0.40 -4.44
H 6.49 -1.14 -1.22
H 5.48 -0.21 -2.01
C -0.65 0.55 -4.21
C -2.10 0.62 -3.79
C -2.83 -0.71 -3.72
O -2.75 -1.30 -5.02
C -3.51 -2.48 -5.12
N -2.28 1.26 -2.47
H -0.02 -0.03 -3.53
H -0.31 1.58 -4.30
H -0.56 0.01 -5.15
H -2.68 1.21 -4.52
H -3.88 -0.62 -3.43
H -2.31 -1.30 -2.96
H -4.50 -2.28 -5.53
H -3.65 -2.97 -4.15
H -2.97 -3.22 -5.72
H -1.90 0.62 -1.76
H -1.63 2.05 -2.42
```

Computed properties:
energy relative to the best compared isomer or geometry (same formula, charge and spin) = 0.000 eV
highest occupied orbital energy = -6.63 eV
largest force on an atom = 0.0478 hartree/bohr
frontier orbital gap = 9.2 eV
total charge = -1
DFT total energy = -2298.77477 Eh

=====

The following is a DFT calculation (the ωB97M-V functional and the def2-TZVPD basis) of C22H64Br3N12O9P3 as an isolated structure.

```
113
Properties=species:S:1:pos:R:3
C 1.20 2.46 -2.67
N 1.32 1.58 -3.86
O 2.19 1.83 -4.70
O 0.46 0.77 -4.07
H 0.17 2.29 -2.34
H 1.23 3.47 -3.07
H 2.02 2.15 -2.03
C 4.81 -0.30 -1.41
N 4.21 -1.32 -2.35
O 4.94 -1.59 -3.28
O 3.06 -1.69 -2.16
H 4.73 -0.76 -0.42
H 4.22 0.61 -1.40
H 5.85 -0.13 -1.71
C -1.27 0.46 1.84
N -1.61 1.87 1.37
O -1.00 2.86 1.80
O -2.48 1.89 0.53
H -1.19 -0.23 1.00
H -2.03 0.17 2.55
H -0.33 0.53 2.39
O -0.37 -1.55 1.30
P 0.61 -2.61 1.73
N 1.90 -2.92 0.64
C 2.92 -3.90 0.95
C 1.58 -2.73 -0.76
N -0.11 -4.15 1.85
C -1.46 -4.26 1.35
C 0.36 -5.32 2.49
N 1.40 -2.33 3.23
C 2.21 -1.13 3.22
C 0.61 -2.51 4.41
H 2.56 -4.91 0.76
H 3.32 -3.81 1.97
H 3.77 -3.69 0.30
H 0.87 -3.41 -1.22
H 2.45 -2.77 -1.42
H 1.11 -1.75 -0.91
H -2.18 -3.92 2.10
H -1.55 -3.69 0.43
H -1.72 -5.24 0.94
H 0.49 -6.08 1.73
H 1.32 -5.17 3.00
H -0.48 -5.66 3.09
H 2.66 -0.94 4.19
H 3.01 -1.23 2.48
H 1.61 -0.26 2.95
H 1.38 -2.40 5.17
H 0.00 -3.41 4.46
H 0.00 -1.61 4.55
O 1.98 4.49 -2.14
P 1.99 4.47 -0.66
N 3.31 3.52 -0.05
C 3.75 2.29 -0.75
C 3.62 3.48 1.40
N 0.60 3.88 0.18
C 0.33 4.20 1.58
C -0.49 3.38 -0.59
N 2.23 6.06 -0.08
C 1.12 7.02 -0.27
C 3.53 6.65 -0.26
H 3.48 2.39 -1.80
H 3.28 1.40 -0.34
H 4.83 2.22 -0.64
H 3.30 2.49 1.74
H 3.18 4.28 2.00
H 4.70 3.52 1.52
H 0.77 3.47 2.26
H 0.86 5.13 1.78
H -0.75 4.20 1.77
H -1.20 4.18 -0.78
H -0.06 2.86 -1.45
H -1.03 2.64 0.01
H 0.81 7.11 -1.31
H 0.16 6.79 0.20
H 1.30 8.06 0.03
H 3.55 7.34 0.59
H 3.62 7.17 -1.21
H 4.29 5.88 -0.21
O -5.66 -1.66 0.66
P -4.70 -1.81 -0.49
N -5.30 -1.46 -2.04
C -6.77 -1.63 -2.35
C -4.52 -1.16 -3.19
N -4.13 -3.44 -0.69
C -4.74 -4.47 0.16
C -2.85 -3.83 -1.28
N -3.19 -0.87 -0.44
C -3.12 0.58 -0.78
C -2.23 -1.14 0.63
H -7.07 -0.98 -3.17
H -7.40 -1.38 -1.50
H -7.01 -2.68 -2.52
H -3.44 -1.14 -3.06
H -4.87 -0.16 -3.47
H -4.84 -1.74 -4.06
H -4.91 -5.40 -0.40
H -4.02 -4.54 0.97
H -5.73 -4.22 0.53
H -2.26 -2.93 -1.46
H -2.13 -4.35 -0.65
H -2.88 -4.42 -2.19
H -3.83 0.72 -1.59
H -3.40 1.31 -0.01
H -2.16 0.81 -1.25
H -2.20 -2.23 0.64
H -2.52 -0.60 1.53
H -1.18 -0.95 0.44
C 0.59 0.23 -0.45
Br 2.07 -0.19 -1.68
Br -0.95 1.08 -1.41
Br 1.22 1.32 1.06
H 0.36 -0.73 -0.01
```

Computed properties:
energy relative to the best compared isomer or geometry (same formula, charge and spin) = 35.951 eV
highest occupied orbital energy = -6.57 eV
largest force on an atom = 0.2929 hartree/bohr
frontier orbital gap = 5.8 eV
total charge = 0
DFT total energy = -10955.40834 Eh